Molecular formula: C7H12OSi
Method: DFT, ωB97M-V/def2-TZVPD

Each line ends with the natural charge from an NBO analysis.
Atoms and positions in Å:
C 4.195 -1.634 0.658  -0.107
C 3.357 -0.733 0.693  -0.134
C 2.548 0.443 0.504  0.543
C -0.279 -0.971 -1.631  -1.045
C -1.908 0.278 0.834  -1.097
C -0.021 2.120 -0.958  -1.089
C 0.993 0.211 1.267  -0.981
O 2.843 1.510 0.045  -0.492
Si -0.239 0.375 -0.119  1.570
H 4.823 -2.335 0.999  0.219
H -0.229 -1.951 -1.191  0.222
H -1.237 -0.954 -2.103  0.230
H 0.432 -0.923 -2.417  0.233
H -1.751 0.606 1.903  0.238
H -2.573 0.868 0.187  0.238
H -2.126 -0.792 0.814  0.232
H -0.395 2.940 -0.271  0.230
H 1.041 2.315 -1.253  0.258
H -0.659 2.280 -1.759  0.227
H 0.763 1.094 1.908  0.255
H 1.018 -0.634 1.974  0.250

Cartesian forces (eV/Å) of the 2 atoms listed first:
-4.0 4.2 0.2
2.7 -1.7 -1.4

The value obtained for the HOMO-LUMO gap is 0.3452 Ha. The calculation puts the lowest unoccupied orbital energy at -0.13 eV. The energy above the lowest of the compared OMol25 structures with the same formula, charge and spin comes out at 72.9 kcal/mol. For the HOMO energy, the calculation gives -9.52 eV. As for the structure (SMILES): C#CC(=O)C[Si](C)(C)C. As for the charge: 0.